[1]
55
Properties=species:S:1:pos:R:3:forces:R:3:mulliken_spin:R:1 method="wB97M-V/def2-TZVPD" charge=+3 s_squared=0.753 de_lowest_kcal_mol=14.3 homo_lumo_gap_ev="7.90 / 5.37" multiplicity=2
Cu 0.323017 0.388286 -0.431665 -0.04 -0.08 0.06 0.719
N 1.627062 -2.973607 -0.147723 0.21 -0.12 0.08 0.000
C 2.842133 -2.643282 0.704125 0.42 0.25 0.33 0.001
C 3.831964 -1.755130 -0.048616 -0.33 0.10 -0.31 0.001
C 3.446121 -0.272066 -0.152936 0.13 -0.07 0.35 -0.010
N 2.324632 -0.027968 -1.119803 -0.35 0.30 0.11 0.053
C 3.104716 0.309606 1.220462 -0.13 -0.09 -0.13 0.004
C 2.090128 -0.514270 2.017380 0.32 0.03 0.01 -0.004
N 0.706785 -0.209253 1.528764 -0.11 0.03 -0.29 0.089
C 2.432469 -2.012674 2.034829 -0.37 0.10 -0.17 0.002
H 1.900565 -3.507495 -0.977171 -0.02 0.00 -0.06 0.000
H 1.159339 -2.120423 -0.443732 -0.25 0.08 -0.13 -0.003
H 0.965955 -3.547935 0.379283 -0.05 -0.04 -0.02 0.000
H 3.305649 -3.610105 0.899728 -0.03 -0.01 -0.01 0.000
H 4.060953 -2.169318 -1.036333 0.03 0.01 0.02 0.000
H 4.768073 -1.793159 0.510113 0.03 -0.07 -0.01 0.000
H 4.327247 0.256666 -0.519941 -0.03 -0.04 -0.09 0.002
H 2.472175 -0.592450 -1.955682 -0.12 0.06 -0.06 0.002
H 2.412485 0.934496 -1.447215 0.30 -0.05 -0.07 -0.002
H 2.729802 1.331781 1.101604 0.10 0.03 0.07 0.000
H 4.027818 0.383872 1.796520 0.00 0.01 0.02 0.000
H 2.145036 -0.185351 3.056993 -0.08 0.00 -0.01 0.004
H 0.459811 0.712335 1.901300 -0.02 -0.13 0.18 0.002
H 0.031884 -0.852026 1.939726 -0.02 0.05 0.01 -0.003
H 1.625978 -2.586498 2.504810 0.05 0.01 0.06 0.000
H 3.292872 -2.120631 2.696736 0.01 -0.06 0.02 0.000
C -4.257054 -0.859092 -2.616376 0.01 0.07 -0.13 0.000
C -3.914563 -0.009796 -1.408222 0.19 -0.41 0.17 0.003
S -2.749878 -0.729196 -0.194299 -0.68 -0.05 -0.05 0.004
O -1.337883 -0.555279 -0.809754 0.83 0.19 -0.10 0.097
C -3.052592 -2.540257 -0.270233 0.21 0.28 0.00 0.005
C -2.393511 -3.259702 -1.441394 -0.06 0.05 -0.02 0.004
H -4.888342 -0.262125 -3.275065 0.00 0.00 0.01 0.000
H -4.827134 -1.748817 -2.354023 0.03 0.01 0.03 0.000
H -3.370280 -1.140801 -3.181953 -0.01 0.01 -0.01 0.000
H -4.791737 0.213840 -0.797097 0.00 0.07 0.00 -0.001
H -3.434126 0.927052 -1.694916 0.01 0.06 0.15 0.001
H -4.135782 -2.663427 -0.249270 -0.05 0.10 0.05 0.001
H -2.670754 -2.890999 0.689696 -0.04 0.02 0.02 -0.001
H -3.047651 -3.315584 -2.306634 0.03 0.01 0.01 0.000
H -2.150865 -4.280910 -1.148840 -0.02 0.01 0.02 0.000
H -1.480411 -2.746769 -1.745861 0.05 -0.07 -0.03 -0.002
Se 1.100654 3.431327 -2.098477 0.08 -0.79 -0.12 0.000
N 0.273812 2.428745 -0.815956 -0.04 -0.48 -0.17 0.026
C -0.348214 3.281386 0.004422 0.03 0.11 -0.11 0.002
C -1.170109 2.941767 1.104183 -0.13 -0.04 0.24 -0.003
C -1.726454 3.947514 1.845805 0.06 -0.46 -0.14 0.001
C -1.503055 5.319096 1.544937 0.24 0.45 -0.28 0.000
C -0.726757 5.696503 0.491791 -0.30 0.13 0.39 0.002
C -0.145138 4.682389 -0.313755 0.25 -0.49 -0.27 0.003
N 0.603311 4.902564 -1.380641 -0.24 0.92 0.35 0.005
H -1.389416 1.899057 1.316683 -0.07 0.04 0.06 -0.004
H -2.368270 3.696366 2.680408 -0.01 0.02 0.01 0.000
H -1.968431 6.076556 2.160397 0.00 -0.03 0.04 0.000
H -0.544033 6.735212 0.252902 -0.02 -0.01 -0.04 0.000

***

[2]
16
Properties=species:S:1:pos:R:3:forces:R:3:mulliken_charge:R:1 method="wB97M-V/def2-TZVPD" de_lowest_kcal_mol=53.5 homo_lumo_gap_ev=9.11
C 1.050811 1.772700 0.625338 -0.96 -0.10 0.73 -0.767
N 1.044988 0.916008 -0.548317 -0.88 1.00 -0.79 -0.548
N 0.934529 -0.443452 -0.312519 1.78 -1.29 0.65 0.110
C 2.318246 -0.990323 -0.243744 -0.42 0.42 -2.08 -0.796
C -0.013964 -1.109332 0.447746 0.22 0.26 0.42 0.163
N -1.262393 -0.934968 0.599698 -0.08 -0.08 -0.15 -0.448
S -2.105173 0.215961 -0.318125 0.61 0.28 -0.16 -0.191
H 0.059382 1.727482 1.129669 0.51 0.29 -0.04 0.270
H 1.265618 2.803608 0.321518 -0.06 -0.28 0.02 0.339
H 1.799095 1.456484 1.356961 0.07 -0.03 -0.25 0.270
H 0.292213 1.200053 -1.169847 0.22 0.04 0.01 0.262
H 2.997750 -0.419176 0.396976 -0.31 0.00 0.04 0.258
H 2.286828 -2.022222 0.040528 0.06 -0.55 0.28 0.389
H 2.698545 -0.941596 -1.310030 -0.15 -0.06 1.31 0.240
H 0.416719 -1.959538 0.990612 -0.18 0.19 -0.14 0.293
H -3.283809 -0.101854 0.185530 -0.42 -0.08 0.16 0.155

***

Number 1: E_tot -147371.521 eV, maximum force 1.01 eV/A. Number 2: E_tot -18560.360 eV, maximum force 2.29 eV/A.